# C28H25HfN5O2S2

A molecular structure, C28H25HfN5O2S2 at a distorted geometry (the ωB97M-V functional and the def2-TZVPD basis, OMol25).

```
63
Properties=species:S:1:pos:R:3:mulliken_charge:R:1
Hf 1.219 -1.440 1.058 0.59
S 3.316 -1.397 -0.333 -0.49
S 1.665 -2.560 3.119 -0.62
O 0.704 0.588 1.902 -0.68
O -0.720 0.131 -2.415 -0.57
N 0.038 2.194 0.288 0.13
N 0.063 0.011 -0.253 0.37
N 5.494 -2.824 0.112 -0.17
N -0.112 -2.923 0.605 -0.14
N 4.566 -2.238 2.030 -0.07
C -1.021 3.212 -3.226 0.00
C -2.835 -1.635 2.762 -0.80
C -4.832 3.074 0.107 -0.50
C -3.205 1.518 -0.748 0.34
C -2.131 -2.197 1.701 1.13
C -0.778 2.198 -0.967 2.38
C 0.273 0.945 0.748 0.27
C -0.460 0.640 -1.367 -0.52
C -2.613 3.825 -0.384 -0.35
C -0.742 -3.187 -0.586 0.80
C -0.878 -1.984 4.210 -0.46
C 6.335 -3.572 1.113 -0.52
C -0.285 3.145 -2.089 -0.58
C -4.505 1.763 -0.235 -0.92
C 4.516 -2.127 0.694 0.53
C 1.287 4.760 -3.063 -0.75
C -3.911 4.092 -0.040 -0.68
C 0.127 -3.448 -1.768 -1.32
C 0.829 3.996 -1.998 -0.34
C -0.739 -2.575 1.813 -0.25
C -0.642 4.062 -4.278 -0.74
C 0.521 4.820 -4.199 -0.35
C 5.562 -3.230 2.438 -0.53
C -2.813 -2.407 0.437 -0.43
C -2.236 -1.589 4.037 -0.63
C -2.254 2.508 -0.683 -0.44
C -0.064 -2.394 3.060 0.84
C -2.169 -2.944 -0.627 -0.61
H -1.875 4.628 -0.443 0.40
H -2.895 0.560 -1.205 0.52
H -0.448 -1.920 5.244 0.40
H -0.223 -4.288 -2.442 0.44
H 5.446 -3.038 -0.849 0.24
H -5.854 3.326 0.427 0.39
H -5.250 0.954 -0.269 0.44
H -3.894 -2.112 0.429 0.42
H -2.771 -3.195 -1.521 0.41
H 1.120 -3.667 -1.363 0.34
H 2.255 5.231 -3.036 0.44
H 6.595 -4.602 0.816 0.36
H -3.902 -1.318 2.598 0.36
H 1.431 3.921 -1.041 0.19
H 3.967 -1.682 2.674 0.34
H 5.057 -4.130 2.890 0.29
H -1.913 2.528 -3.456 0.25
H 6.337 -2.901 3.130 0.33
H -4.207 5.152 0.123 0.38
H 0.894 5.443 -5.080 0.32
H -1.253 4.024 -5.167 0.42
H 0.212 3.012 0.920 0.38
H -2.861 -1.159 4.818 0.43
H 0.226 -2.564 -2.359 0.27
H 7.236 -3.012 1.188 0.30
```

Calculated values
Gap between HOMO and LUMO: 0.218 Eh
E_HOMO: -13.237 eV
Energy relative to the best compared isomer or geometry (same formula, charge and spin): 1.3048 eV
Charge: +2


# CHCsNaO3

A molecular structure, CHCsNaO3 at a distorted geometry (the ωB97M-V functional and the def2-TZVPD basis, OMol25).

```
7
Properties=species:S:1:pos:R:3:mulliken_charge:R:1
Cs -0.418 0.546 -1.550 0.75
Na -3.542 3.919 -2.545 0.63
O 1.081 -2.314 2.191 -0.16
O 2.198 -0.707 1.202 -0.50
O -2.476 2.258 -3.264 -1.47
C 1.200 -0.974 1.895 -0.45
H 1.957 -2.727 2.072 0.20
```

Calculated values
Gap between HOMO and LUMO (spin up / spin down): 0.152 / 0.152 Eh
E_HOMO (spin up / spin down): -2.659 / -2.661 eV
Charge: -1


# C12H27BCdI2N

A molecular structure, C12H27BCdI2N at a distorted geometry (the ωB97M-V functional and the def2-TZVPD basis, OMol25).

```
44
Properties=species:S:1:pos:R:3:mulliken_charge:R:1
I -1.275 3.926 3.020 0.15
I 0.168 0.748 2.642 0.21
Cd 2.317 0.712 -3.818 0.17
N 0.681 0.357 -0.101 -0.26
C -2.025 -1.554 0.466 -0.46
C 3.577 -1.038 0.914 -1.00
C 3.077 0.750 -0.843 -0.51
C -2.450 -0.437 -1.808 -1.53
C 3.523 0.456 0.587 -0.44
C -0.213 -3.323 0.695 -0.93
C -1.267 1.451 1.182 -1.10
C -1.227 2.979 1.095 -0.22
C -2.407 3.461 0.228 -0.89
C 1.602 0.409 -1.189 -1.37
C -1.449 -0.762 -0.711 0.55
C -1.674 -3.042 0.350 -0.75
B -0.754 0.790 -0.203 0.41
H -2.923 4.314 0.664 0.42
H -3.147 2.667 0.103 0.23
H -0.278 3.301 0.664 0.39
H 4.516 0.897 0.706 0.46
H 1.209 1.158 -1.889 0.55
H 4.515 -1.478 0.568 0.39
H -2.261 1.150 1.518 0.66
H -1.655 -1.200 1.434 0.12
H -0.936 1.563 -1.108 -0.20
H -1.894 -3.392 -0.664 0.31
H 2.871 0.981 1.290 0.07
H 1.589 -0.585 -1.682 0.68
H -0.001 -4.392 0.706 0.44
H 3.507 -1.222 1.987 0.29
H -2.061 3.763 -0.761 0.25
H 0.751 -0.549 0.364 0.33
H 2.769 -1.610 0.442 0.15
H 3.211 1.817 -1.043 0.44
H -3.111 -1.418 0.468 0.50
H -1.964 -0.262 -2.769 0.36
H 3.725 0.202 -1.535 0.35
H -3.060 0.442 -1.588 0.28
H -2.314 -3.597 1.041 0.43
H -3.130 -1.290 -1.922 0.44
H 0.032 -2.923 1.685 0.23
H -0.641 -1.349 -1.154 0.25
H 0.478 -2.872 -0.030 0.17
```

Calculated values
Gap between HOMO and LUMO: 0.146 Eh
E_HOMO: -11.280 eV
Charge: +1


# CH2N2O2S

CH2N2O2S in the gas phase at a distorted geometry (the ωB97M-V functional and the def2-TZVPD basis, OMol25).

```
8
Properties=species:S:1:pos:R:3:mulliken_charge:R:1
S -2.437 -1.454 -0.635 -0.26
O 0.023 -0.597 -0.724 -0.24
O 0.022 0.615 1.156 -0.62
N 1.871 0.257 0.010 -0.70
N 0.702 0.189 0.290 1.13
C -1.253 -0.400 -0.570 0.08
H 2.477 0.755 0.746 0.29
H -1.405 0.635 -0.272 0.32
```

Calculated values
Gap between HOMO and LUMO: 0.327 Eh
E_HOMO: -9.300 eV
Energy relative to the best compared isomer or geometry (same formula, charge and spin): 6.6818 eV
Charge: 0
Structure (SMILES): [H]/N=[N+](\[O-])OC=S